Record 1
{"formula": "C24H25Al3Br5ClF5IN2O16P2S", "method": "wB97M-V/def2-TZVPD", "e_tot_ev": -494633.2060, "symbols": ["I", "Br", "Br", "Br", "Br", "Br", "Cl", "S", "P", "P", "Al", "Al", "Al", "F", "F", "F", "F", "F", "O", "O", "O", "O", "O", "O", "O", "O", "O", "O", "O", "O", "O", "O", "O", "O", "N", "N", "C", "C", "C", "C", "C", "C", "C", "C", "C", "C", "C", "C", "C", "C", "C", "C", "C", "C", "C", "C", "C", "C", "C", "C", "H", "H", "H", "H", "H", "H", "H", "H", "H", "H", "H", "H", "H", "H", "H", "H", "H", "H", "H", "H", "H", "H", "H", "H", "H"], "positions_angstrom": [[0.94004, -3.88560, 4.08370], [6.92316, -4.60566, 0.55281], [-2.48768, -1.29675, -1.71763], [9.46125, -3.25039, 1.98265], [2.47112, 2.77216, -2.47979], [8.66495, -2.41222, -1.01597], [3.46673, -4.53760, -1.36774], [-3.67645, -4.02690, 4.01273], [-8.10611, -3.16574, 1.09439], [2.18080, -1.97844, 3.01234], [-8.05709, 2.09177, -1.52024], [3.10638, -3.78762, 5.96437], [-9.46711, -0.97981, 1.93795], [-9.57149, 2.66057, -2.23959], [6.33514, 5.91198, -3.85007], [-7.23896, 3.43438, -0.70261], [-8.38723, 0.81990, -0.33236], [-7.00494, 1.43754, -2.79145], [5.37897, 6.98333, -1.85092], [-7.93858, -3.88122, 2.63934], [-3.42526, -0.02201, 3.53130], [4.42088, -3.48078, -1.08600], [2.68854, -0.89448, 4.25541], [-9.65505, -2.42099, 0.83780], [2.36982, -3.99811, -2.14295], [3.35112, 6.42174, -2.37978], [-0.57966, 2.74380, -2.97907], [4.11851, -5.58920, -2.11264], [-2.77091, 1.66474, -1.24060], [0.87244, 2.85283, -1.19171], [2.96138, -5.06809, -0.11649], [-4.32152, 4.22865, -0.03078], [4.78602, 4.79716, -1.69258], [-8.00898, -4.33892, 0.08300], [5.03762, -2.13897, 1.56876], [-5.66357, -2.04496, 3.15731], [3.70709, -0.07872, 0.71505], [-0.06635, -0.03526, -0.39217], [4.53628, 5.95463, -1.94755], [2.54726, -0.83497, -0.10729], [-4.14828, -0.23557, -0.17844], [0.83549, -1.16420, 1.93433], [1.07876, -0.65823, 0.48424], [0.16245, 2.09375, -1.98146], [2.37149, 5.41103, -2.52360], [-3.20838, -0.35480, 2.34377], [-6.42333, -1.48124, -0.79810], [-5.57642, -1.63616, 1.74272], [-0.58923, -1.05718, 2.59927], [5.02372, -1.01400, 0.59441], [-6.62506, -2.03135, 0.65231], [-4.80404, -2.99275, 3.39983], [6.68174, 6.62609, -1.40516], [8.68350, -3.83429, 0.30257], [-2.79418, 0.62553, -0.49321], [-5.22677, -0.60732, -1.24892], [-1.46957, 0.05685, 0.25842], [-1.71380, -0.44647, 1.73482], [-4.37236, -0.76663, 1.29814], [0.11767, 0.47292, -1.88400], [2.16858, 4.93339, -1.56320], [1.09093, 0.11760, -2.38062], [-0.83445, -1.40173, 3.65408], [-7.22543, -4.56519, 2.52019], [3.93936, 0.91205, 0.16564], [2.65594, -0.56591, -1.20988], [2.78243, -1.96837, -0.03513], [3.44523, 0.17678, 1.79824], [6.64008, 6.19366, -0.40124], [7.15401, 5.93202, -2.10772], [-4.02643, 3.31540, 0.04431], [1.95496, -0.30221, 4.54540], [5.12834, -3.05805, 1.09097], [7.28076, 7.53651, -1.36385], [-0.72749, 0.13613, -2.59555], [9.32463, -4.62284, -0.08801], [5.81786, -2.04205, 2.24819], [2.68863, 4.68619, -3.26174], [-5.15795, -0.26542, -2.32983], [-7.20864, -1.74686, -1.57540], [-9.85078, -2.60888, -0.12880], [-1.35757, 2.20056, -3.25423], [1.45128, 5.88166, -2.87712], [6.00413, -0.40980, 0.58862], [4.95963, -1.49235, -0.45623]]}

=====

Record 2
{"formula": "C24H25BF3NO5PSTa", "method": "wB97M-V/def2-TZVPD", "de_lowest_kcal_mol": 12.1, "charge": 2, "e_tot_ev": -67516.0419, "symbols": ["Ta", "S", "P", "F", "F", "F", "O", "O", "O", "O", "O", "N", "C", "C", "C", "C", "C", "C", "C", "C", "C", "C", "C", "C", "C", "C", "C", "C", "C", "C", "C", "C", "C", "C", "C", "C", "B", "H", "H", "H", "H", "H", "H", "H", "H", "H", "H", "H", "H", "H", "H", "H", "H", "H", "H", "H", "H", "H", "H", "H", "H", "H"], "positions_angstrom": [[0.95788, 0.88072, 0.59459], [3.29262, 0.06121, 0.80066], [0.49032, -1.73836, 0.17800], [5.72917, -0.09517, 4.63053], [5.30964, -1.10632, 2.76504], [5.79211, 1.00243, 2.76380], [0.87197, 4.26279, -1.61996], [-2.15320, 1.04223, -0.49572], [1.08913, 0.74830, -1.51417], [0.92510, 2.63487, -0.05128], [-2.12762, 0.37683, 1.69271], [1.53158, 0.69959, 2.61793], [-4.63475, 1.12434, -0.74095], [-1.63712, -1.88020, -1.61956], [-5.79758, 0.51843, 1.30877], [-5.81112, 0.91613, -0.02762], [-0.61867, -2.50280, 1.38920], [2.37629, 2.08261, -3.11549], [-3.46608, 0.91018, -0.04628], [1.79401, 1.03491, 4.94403], [3.68651, 0.38293, 3.58038], [3.14934, 0.71246, 4.80982], [-2.18957, -1.93920, -2.89004], [1.92641, -2.84326, 0.19545], [1.00672, 1.02220, 3.82944], [-4.60694, 0.30989, 1.99758], [-0.15789, 1.91525, -3.25833], [0.93712, 3.11913, -1.35993], [2.85239, 0.39799, 2.46420], [-0.25318, -1.93256, -1.45756], [0.00962, -2.08495, -3.85617], [0.57178, -2.03730, -2.58619], [-3.45327, 0.51579, 1.27603], [-1.36958, -2.03343, -4.00678], [5.15776, 0.04005, 3.43808], [1.06499, 1.97908, -2.36568], [-1.37064, 0.69449, 0.58088], [-3.26484, -1.91795, -3.00696], [2.39546, 3.02940, -3.65357], [-0.81996, -3.52824, 1.07634], [-0.10727, -2.52408, 2.35319], [0.64898, -2.18770, -4.72289], [-6.76015, 1.07320, -0.52089], [1.64754, -2.12505, -2.48374], [0.89414, -0.05245, -2.05094], [-1.06722, 1.78182, -2.67257], [-0.22797, 2.84712, -3.81790], [1.58989, -3.84961, -0.05724], [2.69672, -2.52833, -0.50446], [3.22889, 2.05333, -2.43630], [2.45990, 1.27266, -3.84054], [2.36437, -2.84794, 1.19375], [-2.29445, -1.81204, -0.76098], [-0.05099, 1.25134, 3.84902], [-1.80662, -2.08323, -4.99498], [-4.58916, 0.00682, 3.03489], [-4.63753, 1.44499, -1.77322], [3.79220, 0.71081, 5.68076], [-6.73609, 0.37157, 1.82469], [-1.54946, -1.95803, 1.50372], [1.37372, 1.28569, 5.90649], [-0.05541, 1.09461, -3.97107]]}

=====

Record 3
{"formula": "C24H25BaCl2N5O3SSi", "method": "wB97M-V/def2-TZVPD", "de_lowest_kcal_mol": 8.4, "charge": -2, "e_tot_ev": -83345.1814, "symbols": ["Ba", "Cl", "Cl", "S", "Si", "O", "O", "O", "N", "N", "N", "N", "N", "C", "C", "C", "C", "C", "C", "C", "C", "C", "C", "C", "C", "C", "C", "C", "C", "C", "C", "C", "C", "C", "C", "C", "C", "H", "H", "H", "H", "H", "H", "H", "H", "H", "H", "H", "H", "H", "H", "H", "H", "H", "H", "H", "H", "H", "H", "H", "H", "H"], "positions_angstrom": [[-0.54108, -0.11662, -0.14186], [-0.26845, 1.81633, 4.89291], [-2.68582, -2.29828, 7.37713], [-3.10319, -0.92112, -1.96817], [3.13256, -1.89068, 0.95119], [-0.77433, 0.26159, 2.45201], [-1.55515, -2.25186, 1.18898], [-0.53858, 2.09636, -1.00497], [-4.18531, 0.75647, -3.70933], [1.95012, -1.56785, -0.21223], [-3.94385, 1.67694, -1.65836], [1.17977, -0.91951, -2.30452], [-3.64125, 1.55777, -0.29328], [-0.39410, 4.26165, -1.97833], [3.07739, -2.37494, -2.21603], [3.51023, -3.74811, 1.17298], [-1.17567, -0.32218, 3.48122], [2.26950, -1.58881, -4.32991], [-1.03749, 3.27136, -1.21072], [0.27602, -0.05072, -4.34858], [-0.96712, 5.51476, -2.13330], [-2.83632, 4.85629, -0.78489], [-1.78975, -1.63012, 3.49892], [-2.18147, 5.82953, -1.54070], [-3.79339, 0.60354, -2.35657], [-2.24975, -2.21331, 4.68969], [-1.93232, -2.47864, 2.32054], [-2.11197, -1.56957, 5.89173], [2.54994, -1.31323, 2.64376], [4.79044, -1.03367, 0.61490], [-2.93264, 2.51043, 0.16345], [1.28720, -0.90106, -3.62332], [3.17108, -2.34367, -3.58602], [2.07028, -1.62473, -1.53672], [-1.04285, 0.26540, 4.79197], [-2.29534, 3.59799, -0.62435], [-1.49429, -0.32113, 5.94184], [-1.36579, 0.18847, 6.88771], [5.23086, -1.35066, -0.33152], [2.24371, -0.26625, 2.66355], [2.58470, -4.29428, 1.35894], [-4.16147, 1.73644, -3.96377], [2.30425, -1.53279, -5.40979], [-0.18581, -0.60950, -5.16566], [0.76340, 0.82746, -4.77999], [5.49462, -1.26612, 1.41866], [4.17715, -3.90395, 2.02665], [-3.62259, 0.17814, -4.31678], [3.34551, -1.44662, 3.38216], [1.68317, -1.88823, 2.97848], [3.98572, -4.18708, 0.29449], [-2.72328, 2.44866, 1.23254], [-2.62300, 6.81159, -1.66623], [4.67007, 0.04928, 0.56947], [3.77179, -2.96981, -1.63684], [0.55854, 4.01551, -2.43170], [-2.71005, -3.19295, 4.64294], [-3.79568, 5.07935, -0.32853], [-0.50549, 0.28445, -3.66947], [3.95250, -2.91667, -4.07670], [-2.41756, -3.45265, 2.53873], [-0.44830, 6.26162, -2.72836]]}

=====

no.,LUMO (eV),gap between HOMO and LUMO (eV),HOMO (eV)
1,-6.70,1.22,-7.9
2,-7.92,6.17,-14.1
3,3.95,5.96,-2.0